--- P ---
Here is a 2-piece molecular cluster, C10H10N2 overall from OMol25. Energies are from ωB97M-V/def2-TZVPD.

Calculated values
HOMO = -0.3330 Eh
SMILES = c1ccncc1.c1ccncc1
LUMO energy = 0.80 eV
frontier orbital gap = 9.9 eV

Last column: Mulliken charge in e.
Element x y z (Å)
C: -0.932 0.013 -0.845  -0.19
H: 4.343 -0.556 -1.060  0.38
H: 1.842 1.957 1.330  0.42
H: -3.819 1.636 -0.156  0.38
C: -1.862 1.048 -0.853  -0.61
C: 1.092 0.021 0.775  -0.32
H: -4.187 -0.590 0.983  0.36
C: 1.397 -1.157 0.125  -0.05
C: 3.197 0.838 0.091  -0.30
H: -1.612 1.964 -1.354  0.40
N: 2.561 -1.401 -0.501  -0.61
C: -3.063 0.857 -0.195  -0.22
H: 0.153 0.098 1.284  0.50
C: 2.024 1.045 0.791  -0.55
C: -2.290 -1.355 0.350  -0.25
N: -1.132 -1.174 -0.287  -0.43
H: 0.596 -1.903 0.093  0.51
H: -2.446 -2.316 0.817  0.37
H: 3.968 1.618 0.060  0.34
H: 0.023 0.128 -1.353  0.57
C: -3.275 -0.374 0.429  -0.45
C: 3.423 -0.397 -0.520  -0.26

---

--- Q ---
Here is a 2-piece molecular cluster, C10H10N2 overall from OMol25. Energies are from ωB97M-V/def2-TZVPD.

Calculated values
HOMO = -0.3429 Eh
SMILES = c1ccncc1.c1ccncc1
LUMO energy = 0.36 eV
frontier orbital gap = 9.7 eV

Last column: Mulliken charge in e.
Element x y z (Å)
C: -0.687 -1.724 0.751  -0.12
C: 1.793 2.328 0.306  -0.31
H: -1.748 -3.321 1.646  0.36
H: -0.845 3.432 -1.252  0.48
H: 1.355 2.987 -1.615  0.41
C: 1.211 1.668 1.408  -0.16
C: -1.222 -3.047 0.759  -0.25
C: 0.062 -2.353 -1.384  -0.41
C: 1.015 2.944 -0.655  -0.36
H: -0.159 -4.341 -1.861  0.36
N: -1.290 -3.936 -0.114  -0.53
H: 1.710 1.082 2.178  0.41
H: -1.934 2.717 0.906  0.31
H: 2.868 2.236 0.154  0.34
N: -0.055 1.833 1.708  -0.49
C: -0.825 2.678 0.817  -0.35
C: -0.494 -3.583 -1.172  -0.28
C: -0.039 -1.356 -0.417  0.19
H: 0.029 -0.244 -0.752  0.12
H: -0.737 -0.891 1.545  0.29
C: -0.274 3.093 -0.489  -0.27
H: 0.265 -2.205 -2.467  0.28

---

Q: Which of them is the most stable? A: P.